1.
Here is C24H37N2STi as an isolated structure at a distorted geometry from the Open Molecules 2025 dataset. Energies are from ωB97M-V/def2-TZVPD.

Calculated values
Highest occupied orbital energy (spin up / spin down): -0.352 / -0.360 Eh
Total energy: -62406.411 eV
Orbital gap (spin up / spin down): 5.6 / 6.1 eV
LUMO level (spin up / spin down): -3.977 / -3.676 eV
Net charge: +1
F_max: 0.122 Eh/bohr

Structure (XYZ):
```
65
Properties=species:S:1:pos:R:3:forces:R:3
C -1.685584 -0.018117 1.547463 -0.444 -0.921 -0.704
C -1.230591 -1.386331 1.551383 -0.766 0.155 -0.744
C -1.523667 -1.946474 0.240336 -0.536 1.123 0.884
C -2.192077 -0.930673 -0.525068 0.456 -0.248 0.853
C -2.247094 0.260833 0.260722 0.331 -0.658 0.759
Ti 0.154542 -0.407855 0.200118 0.357 -0.342 -1.715
C 0.952033 0.299938 -3.886599 1.844 -0.515 2.841
C 0.818644 1.131793 -2.786948 0.313 -1.658 -0.800
H 1.746261 1.570325 -2.408513 -0.190 0.411 -0.412
C -0.251936 1.063912 -1.814765 -0.283 0.117 0.867
H -1.230812 0.873732 -2.291208 0.534 0.223 0.662
H -0.237344 1.944978 -1.131881 -0.634 -0.593 -0.602
C 2.434435 -0.085258 -4.095267 0.065 0.499 -0.133
H 2.980770 0.253505 -3.208825 0.275 -0.041 -0.378
H 2.509336 -1.178255 -4.103225 0.142 0.275 -0.138
H 2.945342 0.295546 -4.975090 -0.074 0.033 -0.234
C 0.096161 -0.947318 -3.971133 -0.366 0.694 0.381
H -0.266954 -1.086382 -2.938811 -0.199 -0.400 -0.229
H -0.765671 -0.877386 -4.618268 -0.258 -0.174 -0.296
H 0.741309 -1.792484 -4.228534 -0.567 0.114 -0.206
C -0.740076 -2.085251 2.763642 0.089 -0.316 0.580
H 0.018105 -1.478843 3.279074 -0.165 -0.217 -0.057
H -1.559972 -2.271517 3.476485 0.155 0.097 -0.238
H -0.292009 -3.051800 2.522947 -0.132 0.188 0.017
C -1.257082 -3.338280 -0.202160 0.138 -0.480 -0.194
H -0.303932 -3.693789 0.197106 -0.023 -0.076 -0.042
H -2.038766 -4.030252 0.148767 0.157 0.238 -0.130
H -1.207361 -3.396633 -1.297956 -0.012 -0.085 0.305
C -2.894692 -1.149193 -1.819785 0.070 0.005 -0.601
H -2.561844 -2.075997 -2.299747 -0.083 0.230 0.073
H -3.988465 -1.226039 -1.694364 0.405 0.048 0.229
H -2.720625 -0.327691 -2.524156 -0.080 -0.182 0.084
C -2.926262 1.534186 -0.104935 -0.095 0.450 -0.251
H -2.967226 1.680273 -1.191726 0.020 -0.027 0.304
H -3.964179 1.563998 0.267465 0.341 -0.133 -0.055
H -2.401372 2.397710 0.330963 -0.154 -0.192 -0.143
C -1.840092 0.811597 2.774166 0.187 0.439 0.415
H -1.972200 1.872566 2.528533 0.001 -0.220 0.047
H -2.718498 0.507287 3.372039 0.288 -0.016 -0.375
H -0.964704 0.715532 3.428973 -0.165 0.015 -0.098
C 1.838101 -2.076021 0.838010 4.217 2.069 -0.764
C 3.048179 -2.310816 -0.172851 -6.079 -0.329 -1.529
C 2.054131 -3.133887 1.760088 -0.734 -1.486 -0.780
C 2.663276 -3.458376 -0.936951 1.010 -0.652 1.240
H 3.740300 -1.783303 -0.757903 0.317 2.477 -0.316
C 2.447378 -4.393619 1.229376 -0.742 -0.303 0.520
H 1.823124 -3.018274 2.823599 -0.311 -0.312 -0.497
C 2.518310 -4.588388 -0.166053 -0.725 -1.277 0.563
H 2.521261 -3.492860 -2.008943 1.196 0.102 -0.249
H 2.448477 -5.290127 1.840616 0.196 0.291 0.291
H 2.481072 -5.621889 -0.604324 -0.092 1.221 0.500
C 1.115363 5.108029 0.163909 -0.241 0.249 -0.268
N 0.871008 3.658363 0.154346 0.526 -0.789 0.832
C 0.742758 2.913035 1.266985 0.061 -0.008 -0.195
S 1.355139 1.225125 1.315567 0.475 1.392 0.513
N 0.261393 3.444227 2.401474 -0.028 -0.753 -0.596
C -0.708940 4.545899 2.479865 0.064 0.258 0.289
H 1.282834 5.470817 1.181657 0.018 -0.176 -0.264
H 0.263709 5.636481 -0.279215 0.226 -0.024 0.127
H 2.006967 5.316140 -0.436736 -0.200 -0.088 0.154
H 1.264854 3.144683 -0.635290 -0.235 0.238 0.335
H 0.299552 2.802490 3.193654 -0.056 0.339 -0.369
H -1.511371 4.244028 3.163549 0.203 0.072 -0.187
H -0.232828 5.449330 2.880846 -0.212 -0.185 -0.123
H -1.148608 4.767987 1.500412 0.204 -0.185 0.247
```
Forces are in eV/Å.



2.
Here is one molecule with the formula C24H37N3O4 from the Open Molecules 2025 dataset. Energies are from ωB97M-V/def2-TZVPD.

Calculated values
Highest occupied orbital energy: -0.312 Eh
Total energy: -38149.792 eV
Orbital gap: 9.1 eV
LUMO level: 0.652 eV
ΔE to the lowest compared entry with this formula, charge and spin: 0.000 eV
F_max: 0.010 Eh/bohr
SMILES string: CCOC(=O)C1(Cc2ccc(OC)cc2)CCN(C(=O)CN2CCN(CC)CC2)CC1

Structure (XYZ):
```
68
Properties=species:S:1:pos:R:3:forces:R:3
C -5.194270 -1.237674 -3.226829 0.205 0.011 0.421
C -5.182733 -1.282274 -1.710778 -0.518 -0.072 -0.080
H -5.831793 -0.510747 -1.281727 0.089 -0.150 -0.032
H -5.521865 -2.254544 -1.336110 0.023 0.162 -0.012
O -3.843675 -1.059113 -1.264113 0.194 0.034 -0.350
C -3.663122 -0.983850 0.057045 0.112 0.059 0.286
O -4.563290 -1.093320 0.849270 -0.100 -0.027 0.031
C -2.192001 -0.818699 0.428874 0.058 -0.118 0.022
C -1.452520 0.070296 -0.574722 -0.231 0.175 0.007
H -1.582601 -0.313698 -1.586250 0.091 -0.027 -0.044
H -0.389358 0.068993 -0.332532 0.014 0.017 -0.029
C -1.958563 1.512679 -0.508275 0.158 -0.153 -0.397
N -1.850108 2.025274 0.835352 -0.246 -0.213 0.045
C -1.021919 2.996761 1.271349 0.059 0.358 -0.199
O -0.994825 3.349180 2.437122 0.192 0.168 0.284
C -0.116285 3.653119 0.234043 0.146 0.027 0.079
N 0.781815 2.676413 -0.360497 0.064 0.140 0.025
C 1.676927 2.114275 0.637722 0.097 -0.295 0.044
C 2.563403 1.048594 0.008064 -0.100 0.112 0.242
N 3.345234 1.633915 -1.064020 -0.036 0.034 -0.115
C 2.440890 2.166981 -2.062965 -0.042 0.267 -0.003
C 1.569969 3.249713 -1.435593 -0.003 -0.158 -0.272
H 2.220507 4.062721 -1.070505 -0.037 0.004 -0.028
H 0.892724 3.658102 -2.191029 0.016 0.026 0.017
H 1.787877 1.378823 -2.481917 0.023 0.039 -0.027
H 3.027086 2.602900 -2.875774 -0.028 -0.041 0.001
C 4.317224 0.713681 -1.623346 0.181 0.036 0.079
C 5.500460 0.505288 -0.683982 -0.212 -0.032 -0.199
H 5.218423 -0.065431 0.196302 0.023 -0.091 0.126
H 5.880102 1.471182 -0.363029 0.073 0.092 0.035
H 6.294136 -0.029525 -1.200836 0.102 -0.095 0.011
H 3.853086 -0.258505 -1.875186 0.009 0.058 -0.059
H 4.685546 1.154771 -2.553977 -0.060 -0.063 0.006
H 1.934672 0.218555 -0.365616 0.062 0.031 0.054
H 3.233646 0.651476 0.770619 -0.032 -0.047 0.019
H 2.317387 2.896948 1.078255 -0.045 -0.020 0.038
H 1.079787 1.670311 1.436765 0.047 -0.013 0.048
H -0.721694 4.110888 -0.553805 0.020 -0.012 -0.005
H 0.431953 4.456418 0.754722 -0.137 -0.104 -0.041
C -2.604019 1.251213 1.799465 0.046 -0.085 0.485
C -2.096905 -0.190708 1.822801 -0.314 0.106 -0.167
H -2.695588 -0.767318 2.528495 0.059 -0.050 0.034
H -1.055849 -0.194456 2.146603 0.044 0.000 0.024
H -2.474628 1.720238 2.776073 -0.106 -0.065 -0.157
H -3.665228 1.270835 1.531886 0.036 0.029 0.030
H -1.379602 2.124857 -1.194228 -0.130 -0.022 0.011
H -3.016214 1.545994 -0.801152 0.045 0.054 -0.047
C -1.635546 -2.269512 0.415017 0.036 0.152 0.001
C -0.140083 -2.361084 0.524706 -0.102 -0.123 -0.136
C 0.638273 -2.518463 -0.613121 -0.108 -0.005 0.184
C 2.014923 -2.648298 -0.540656 0.385 -0.058 -0.020
C 2.649627 -2.605808 0.695006 -0.193 -0.010 0.055
C 1.876683 -2.433451 1.843810 0.267 -0.004 -0.067
C 0.505235 -2.325491 1.757431 0.085 -0.007 -0.103
H -0.073892 -2.234970 2.664116 -0.069 0.018 0.111
H 2.377724 -2.407172 2.798463 0.065 -0.016 0.131
O 3.992397 -2.730489 0.889333 -0.203 0.126 0.233
C 4.795888 -3.106234 -0.203460 0.122 -0.074 -0.171
H 5.803293 -3.214430 0.195280 -0.044 0.003 -0.078
H 4.469191 -4.061293 -0.627844 -0.002 0.046 0.005
H 4.801120 -2.342880 -0.987061 -0.013 -0.018 0.009
H 2.577003 -2.787441 -1.451152 0.086 -0.007 -0.062
H 0.162327 -2.555687 -1.582797 -0.068 -0.014 -0.097
H -1.945591 -2.739579 -0.521392 -0.021 -0.052 0.040
H -2.099995 -2.814126 1.240364 -0.067 -0.039 -0.039
H -6.204439 -1.404046 -3.588898 -0.099 -0.016 -0.056
H -4.541491 -2.007421 -3.629648 0.034 -0.076 -0.099
H -4.846278 -0.269288 -3.576474 0.002 0.089 -0.085
```
Forces are in eV/Å.



3.
Here is a 7-piece molecular cluster, C24H37O19 overall at a distorted geometry from the Open Molecules 2025 dataset. Energies are from ωB97M-V/def2-TZVPD.

Calculated values
Highest occupied orbital energy: -0.242 Eh
Total energy: -64378.277 eV
Orbital gap: 8.8 eV
LUMO level: 2.250 eV
ΔE to the lowest compared entry with this formula, charge and spin: 11.206 eV
Net charge: -1
F_max: 0.105 Eh/bohr

Structure (XYZ):
```
80
Properties=species:S:1:pos:R:3:forces:R:3
O -20.425130 21.791370 15.636160 -0.326 2.673 -0.936
H -20.451650 22.725240 15.350320 0.793 -2.853 0.576
C -18.539040 24.213400 15.876530 -0.028 1.613 0.617
C -19.759770 24.293080 16.749650 -0.559 1.304 -0.333
C -20.036430 23.219300 17.731620 1.692 -0.675 -0.280
O -20.498490 23.829780 18.916130 -0.543 1.653 0.349
C -20.329220 25.190620 18.748560 -1.800 2.392 1.772
O -20.721100 26.131370 19.456570 1.209 -3.545 -1.223
O -19.736490 25.427070 17.595620 1.006 1.240 -0.439
H -17.644480 24.395410 16.472130 0.259 -0.980 0.328
H -18.455210 25.114330 15.268760 -0.608 0.006 -0.482
H -18.508850 23.333260 15.234230 -0.330 1.578 1.183
H -20.637550 24.423190 16.116660 1.021 1.099 0.885
H -19.074690 22.739290 17.912550 -0.391 0.534 0.733
H -20.610440 22.460820 17.199330 -0.110 0.977 1.114
C -22.798590 21.165850 18.743550 -0.175 0.716 1.233
C -22.406030 20.955340 17.314550 0.131 -0.883 1.944
C -22.267480 19.507460 16.925060 -0.076 0.079 -0.472
O -23.146450 19.368630 15.810550 -3.070 0.976 2.331
C -23.880040 20.529420 15.632730 -2.114 -1.701 -2.431
O -24.753250 20.715170 14.739730 3.363 -1.094 4.060
O -23.476150 21.419120 16.538120 -1.936 -0.218 -0.693
H -23.797940 20.809510 18.993380 -0.069 -0.320 -0.329
H -22.823850 22.228650 18.984190 0.063 0.192 -0.121
H -22.113970 20.738940 19.476450 0.113 -0.175 -0.255
H -21.479900 21.460910 17.041080 -1.155 -0.466 -0.095
H -22.516330 18.857320 17.763810 -0.190 -0.357 -0.273
H -21.254480 19.345370 16.556750 -0.735 -0.544 0.430
C -17.102150 22.824020 13.980950 0.767 -0.560 -0.299
C -18.488790 22.162820 13.728250 2.194 0.437 0.083
C -19.584780 23.119820 13.312800 1.291 2.361 0.743
O -20.046240 22.691680 12.076750 2.359 1.074 -2.468
C -19.211060 21.780490 11.623060 0.995 -1.354 -3.428
O -19.316690 21.262160 10.533480 0.641 0.849 1.524
O -18.329040 21.422070 12.572920 2.350 -0.329 -2.659
H -16.282470 22.198310 13.627810 -0.343 -0.459 -0.190
H -16.876530 22.971070 15.037160 0.214 0.112 -0.527
H -16.998980 23.738640 13.397050 -0.157 0.265 0.280
H -18.750920 21.504990 14.556890 -0.251 0.129 -1.131
H -19.115390 24.079250 13.095410 -0.207 0.385 0.530
H -20.452050 23.197400 13.968490 1.166 0.309 -0.604
C -19.624820 20.375520 18.416240 0.200 -0.824 0.056
C -19.155290 20.179540 16.995200 -0.944 1.005 -0.752
C -18.182990 21.254050 16.506310 -2.070 1.480 3.283
O -17.149700 20.524450 16.123930 4.688 -0.639 -2.497
C -17.254940 19.211630 16.219170 0.275 -2.049 1.577
O -16.367630 18.404210 16.006340 -2.123 1.625 0.067
O -18.529220 18.932370 16.718620 3.452 0.272 1.896
H -19.960760 21.398130 18.588050 -0.201 -0.981 0.023
H -18.820810 20.222940 19.136230 0.097 -0.341 -0.007
H -20.429330 19.654740 18.562230 0.134 0.092 0.619
H -19.973500 20.240550 16.277620 0.697 -0.208 1.096
H -17.950580 21.967630 17.296800 1.328 -0.898 0.842
H -18.592220 22.053140 15.888190 0.372 -2.183 0.028
C -19.872250 18.554360 14.727170 -1.495 -0.165 -0.659
C -20.802250 19.675750 14.265690 2.437 -0.196 -0.534
C -20.372720 20.237840 12.894700 -0.164 -1.385 1.880
O -21.547640 20.244140 12.144030 -0.492 -1.230 -1.453
C -22.555870 19.706050 12.873170 -0.899 -3.015 -2.057
O -23.635620 19.350490 12.449150 1.315 1.501 0.273
O -22.079940 19.310150 14.027540 -1.635 -1.878 -1.853
H -19.885310 17.693280 14.058990 0.175 0.132 -0.323
H -20.231710 18.194500 15.691220 0.187 -0.287 -0.311
H -18.872740 18.951310 14.904680 -0.747 -0.408 -1.258
H -20.881130 20.467700 15.010470 0.387 -0.380 -0.867
H -19.605280 19.591970 12.468100 -0.254 0.171 -0.339
H -20.035640 21.264570 13.037140 -1.669 -2.903 0.786
C -22.084940 22.441840 13.074580 -3.524 2.001 1.342
C -23.008620 23.021860 14.206930 0.971 -0.880 -0.689
C -22.254970 23.441220 15.483660 -1.869 0.581 -1.619
O -22.851050 24.708950 15.734200 0.057 1.330 1.912
C -23.736650 25.086330 14.829980 -3.294 2.662 -0.774
O -24.541530 26.065590 14.891660 3.560 -3.585 0.008
O -23.701810 24.226920 13.807560 -0.019 0.073 -0.427
H -21.426290 23.222740 12.694480 -2.686 -0.139 0.389
H -22.696120 22.077370 12.248920 -0.093 0.359 0.173
H -21.487660 21.608080 13.443640 -1.065 1.789 0.619
H -23.789280 22.311240 14.478400 0.246 0.578 -0.436
H -21.181820 23.598760 15.375770 -2.718 0.683 -0.661
H -22.529170 22.718560 16.252220 0.930 1.799 -0.399
```
Forces are in eV/Å.